Computed, not measured: a molecular structure, C7H8F9N5O6RuS5 at a distorted geometry, with ωB97M-V with the def2-TZVPD basis set.

Calculated values
2S+1: 1
HOMO: -7.9 eV
Energy above the lowest of the compared OMol25 structures with the same formula, charge and spin: 56.4 kcal/mol
Electronic energy: -108340.2293 eV

Geometry (Å):
Ru1 0.3448 -0.1878 0.0891
F1 -4.3333 2.1198 1.1312
C1 -3.4127 3.0531 0.9522
F2 -3.9604 4.0999 0.3543
F3 -2.9395 3.4275 2.1458
S1 -2.0033 2.4150 -0.0257
O1 -1.4510 1.3482 0.8064
O2 -1.1451 3.5558 -0.2491
N1 -2.7704 1.9490 -1.3154
S2 -2.0672 0.9237 -2.2919
O3 -2.3821 1.1453 -3.6641
O4 -0.6679 0.7649 -1.9188
C2 -2.9990 -0.6106 -1.8925
F4 -2.7305 -1.5361 -2.8105
F5 -2.7033 -1.0688 -0.6824
F6 -4.2954 -0.3347 -1.9222
N2 0.3077 0.6762 3.5605
C3 0.8565 -0.4362 3.0718
N3 2.0993 -0.7433 3.4351
S3 -0.0710 -1.4852 2.0763
H1 0.8787 1.3954 3.9781
H2 -0.5567 0.9744 3.1245
H3 2.7061 -0.0626 3.8633
H4 2.5194 -1.5502 2.9994
S4 2.6278 -0.6304 -1.8686
C4 1.8070 -1.1599 -0.5651
F7 1.0074 -5.0732 0.2751
C5 0.2961 -4.5210 -0.7056
F8 0.7040 -5.0353 -1.8679
F9 -0.9855 -4.8234 -0.5288
C6 0.4798 -2.9835 -0.7179
O5 1.7262 -2.6255 -0.5515
O6 -0.4416 -2.2155 -0.8876
N4 1.5070 3.0863 -1.2755
C7 2.3048 2.3918 -0.4923
N5 3.6139 2.3791 -0.7452
S5 1.7046 1.6012 0.9338
H5 1.8358 3.4915 -2.1369
H6 0.5073 3.1040 -1.0722
H7 3.9766 2.7108 -1.6234
H8 4.1597 1.6982 -0.2422

Atoms 1-3, force components in eV/Å:
Ru -0.029 -0.597 0.177
F -0.033 -0.123 0.019
C -0.091 0.106 0.126

=====

Computed, not measured: 2 unconnected molecules or ions with the total composition C7H8IP at a distorted geometry, with ωB97M-V with the def2-TZVPD basis set.

Calculated values
2S+1: 3
HOMO (spin up / spin down): -8.3 / -8.9 eV
Electronic energy: -24774.1851 eV

Geometry (Å):
C1 -0.5781 -1.8644 -0.2029
C2 0.1191 -1.5015 -1.3681
C3 -1.1904 -0.9426 0.6007
C4 0.2017 -0.1192 -1.7361
C5 -1.1719 0.3785 0.2994
C6 -0.4390 0.7075 -0.8458
C7 -1.8508 1.4126 1.1728
P1 4.6330 0.4802 -0.1497
I1 2.8692 2.0803 -0.0588
H1 -0.7738 -2.8367 0.2204
H2 0.5411 -2.1813 -1.9977
H3 -1.7352 -1.1583 1.5423
H4 0.7280 0.1190 -2.6522
H5 -2.8769 1.7959 0.6554
H6 -2.2472 1.0407 2.0936
H7 -1.1175 2.2262 1.1908
H8 4.8883 0.3631 1.2359

Atoms 1-3, force components in eV/Å:
C 0.213 -0.631 -0.278
C -1.575 2.348 1.940
C -0.827 0.251 1.343

=====

Computed, not measured: 2 unconnected molecules or ions with the total composition C7H8N2O at a distorted geometry, with ωB97M-V with the def2-TZVPD basis set.

Calculated values
2S+1: 1
HOMO (spin up / spin down): -9.5 / -6.6 eV
Energy above the lowest of the compared OMol25 structures with the same formula, charge and spin: 119.1 kcal/mol
Electronic energy: -12411.2336 eV

Geometry (Å):
C1 3.7027 0.8792 0.7876
C2 2.3368 0.6469 1.0634
C3 4.2717 0.1827 -0.1998
C4 2.4636 -1.2231 -0.5642
C5 1.6280 -0.3552 0.3194
C6 0.4183 -0.7723 0.5246
C7 -3.7009 -1.0890 -0.4854
N1 3.6842 -0.9112 -0.8152
N2 -2.4894 -0.3035 -0.5023
O1 -0.5930 -1.3040 0.6080
H1 4.2521 1.5443 1.3376
H2 1.9078 1.1675 1.9562
H3 5.3015 0.2098 -0.3376
H4 1.8905 -1.9835 -1.1111
H5 -4.0307 -1.2261 -1.4994
H6 -4.4266 -0.5385 0.1076
H7 -3.5529 -2.0394 -0.0656
H8 -2.5101 0.2415 0.3845

Atoms 1-3, force components in eV/Å:
C -3.797 -0.988 -0.194
C 0.674 1.036 1.297
C -0.035 -2.405 -0.843